Formula: C35H44N2O2P3Pd
Source: the Open Molecules 2025 dataset
Level of theory: ωB97M-V with the def2-TZVPD basis set

## Properties
molar mass: 724.09 g/mol
HOMO (spin up / spin down): -7.68 / -10.32 eV
orbital gap (spin up / spin down): 5.6 / 5.4 eV
net charge: +1
2S+1: 5

Structure (XYZ):
```
87
C35H44N2O2P3Pd | the Open Molecules 2025 dataset | ωB97M-V with the def2-TZVPD basis set
H 0.447 -3.451 -1.323
H 0.185 5.319 3.830
H 1.617 -0.465 -3.283
H 2.943 0.746 -3.363
H -5.173 4.606 4.152
H -0.255 -1.255 -0.737
N 0.110 1.230 1.861
H -0.043 5.311 0.655
C 1.370 4.058 1.728
C -1.205 1.465 -0.842
C 3.673 4.867 1.562
H -0.981 -3.743 -1.788
H -3.415 -1.694 0.094
H 4.459 -2.646 0.848
C -2.227 1.170 -1.779
C 1.289 2.360 5.131
H 2.270 -2.168 -1.674
C -4.188 4.287 3.838
H -1.993 1.034 2.918
H 1.226 1.296 -3.307
C 1.555 4.228 6.698
C -3.461 3.392 4.617
C -1.889 3.831 -1.029
C 1.640 -3.066 2.743
C -2.363 4.368 2.248
C 1.941 0.534 -2.950
H -3.314 -2.596 1.653
H 3.600 -4.015 2.747
C -1.626 3.436 2.989
C 1.008 5.102 5.764
H -4.190 5.490 2.057
H -1.745 4.875 -0.724
H 3.986 6.615 0.339
Pd 0.000 0.000 0.000
H 1.856 4.617 7.663
C 3.263 5.909 0.728
P -1.584 -0.850 1.445
C 2.734 2.182 -0.727
C 0.979 5.143 0.913
H -2.108 -2.910 0.329
H -2.389 0.130 -2.094
N 1.299 -1.400 1.037
H 3.724 2.277 -1.206
C 0.854 -2.101 2.115
C -3.054 2.163 -2.328
C 1.694 2.863 6.385
C -3.635 4.782 2.658
C 2.598 -1.550 0.565
H -1.656 2.279 4.833
H -3.830 1.884 -3.051
C -0.498 -1.715 2.688
C -2.639 0.284 2.433
H 0.888 6.155 5.991
C 0.741 3.236 4.191
C 2.954 -3.271 2.267
C 0.609 4.609 4.533
H 1.250 -3.622 3.599
H -0.327 -0.976 3.496
P 1.975 0.541 -1.105
H -0.299 3.120 0.240
C -2.729 -2.147 0.830
C -2.194 2.978 4.205
C 3.435 -2.516 1.212
H -1.002 -2.584 3.145
H 3.079 3.159 2.711
H -3.231 -0.256 3.192
C 3.019 -0.794 -0.563
H 2.518 -3.580 -2.282
H -3.880 3.013 5.541
C -1.068 2.831 -0.485
O -0.462 -3.662 -0.967
P 0.109 2.846 2.479
H -3.314 0.811 1.739
H 1.398 1.311 4.904
H 2.842 2.270 0.365
H -1.974 4.784 1.361
C 1.916 6.048 0.408
H 1.591 6.864 -0.226
C 2.736 3.954 2.063
H 2.116 2.207 7.129
H -3.532 4.284 -2.383
H 2.068 2.983 -1.091
C -2.890 3.505 -1.956
H 4.719 4.771 1.821
O 1.825 -2.900 -2.210
H 4.082 -0.825 -0.835
H -0.335 -0.581 -1.210
```

---

Formula: C35H44N4P2Si2Tl
Source: the Open Molecules 2025 dataset
Level of theory: ωB97M-V with the def2-TZVPD basis set

## Properties
molar mass: 843.27 g/mol
HOMO: -3.78 eV
orbital gap: 6.0 eV
net charge: -1
energy relative to the best compared isomer or geometry (same formula, charge and spin): 0.0 kcal per mole

Structure (XYZ):
```
88
C35H44N4P2Si2Tl | the Open Molecules 2025 dataset | ωB97M-V with the def2-TZVPD basis set
P -1.528 -0.052 -0.867
C -1.038 2.321 -4.216
C -3.369 3.120 -0.403
C 1.613 -3.143 -0.787
C 2.044 -1.216 -4.886
N -0.417 0.640 6.554
C 3.507 1.766 0.510
H -0.949 4.935 0.738
H -1.505 2.306 2.989
Si 3.365 -0.107 0.512
C -4.341 -0.182 -1.554
H 3.135 -0.303 2.972
C -1.354 1.454 -5.248
C -3.718 -0.859 0.649
C 1.934 0.485 -2.702
C 2.439 0.108 -5.023
H -2.952 -1.061 1.390
H 3.855 -1.764 2.287
C -6.044 -0.788 0.038
C -3.335 -0.417 -0.623
H 4.457 2.095 0.942
C 4.684 -0.760 -0.656
H 1.269 -2.713 -3.561
C -1.821 -0.275 -3.641
H -3.175 1.905 2.526
C 1.545 -5.214 0.469
C 2.781 -3.590 -1.398
H 2.641 2.005 -4.041
H -1.962 -0.542 -5.764
N 1.771 -0.594 0.235
Si -1.840 2.610 0.565
C -0.716 0.978 5.274
C 1.575 -0.852 -2.542
H 4.427 -0.582 -1.704
H -3.194 3.152 -1.481
H 1.876 1.144 -1.843
H -0.707 3.330 -4.435
H 4.247 -5.150 -1.565
H -0.858 2.562 -2.089
H -2.084 -1.300 -3.406
H 4.851 -0.314 2.523
H -4.183 2.412 -0.225
C 3.332 -4.828 -1.081
N -1.170 1.104 0.184
H 2.693 2.200 1.097
C -0.700 -1.505 -0.718
H -4.086 0.163 -2.547
H 2.080 -1.883 -5.740
H 2.786 0.476 -5.981
H 3.152 -6.603 0.114
H -7.089 -0.909 0.298
H 3.442 2.176 -0.502
H -6.446 -0.180 -1.976
H 0.326 3.726 0.975
P 0.964 -1.408 -0.900
C 3.857 -0.671 2.235
H 4.824 -1.835 -0.521
H 5.637 -0.263 -0.450
C -2.353 2.612 2.370
H -5.319 -1.369 1.977
C 0.953 0.684 6.661
C 2.720 -5.642 -0.141
C -1.741 0.148 -4.958
C -0.561 3.974 0.385
H 1.052 -5.847 1.198
N 0.352 1.239 4.569
Tl -0.105 -0.578 1.867
H 2.425 1.205 5.111
H -3.702 4.112 -0.082
C 1.407 1.062 5.432
C -5.050 -1.039 0.980
H 3.280 -2.967 -2.129
C -1.121 1.889 -2.896
H -2.681 3.601 2.707
C -1.535 0.601 -2.589
H -2.217 0.839 7.598
C 2.367 0.962 -3.932
C 1.002 -3.980 0.150
H 0.080 -3.643 0.611
H -1.731 1.012 4.907
C -1.352 0.179 7.560
C -5.683 -0.370 -1.231
H -0.241 4.103 -0.652
C 1.600 -1.686 -3.658
H -1.689 -0.836 7.347
H 1.458 0.452 7.583
H -1.287 1.786 -6.278
H -0.861 0.189 8.530
```

---

Formula: C35H45AgAsN8O
Source: the Open Molecules 2025 dataset
Level of theory: ωB97M-V with the def2-TZVPD basis set

## Properties
molar mass: 776.59 g/mol
HOMO: -10.39 eV
orbital gap: 8.5 eV
net charge: +1
energy relative to the best compared isomer or geometry (same formula, charge and spin): 0.0 kcal per mole

Structure (XYZ):
```
91
C35H45AgAsN8O | the Open Molecules 2025 dataset | ωB97M-V with the def2-TZVPD basis set
N 1.967 -3.738 1.921
C 3.525 2.743 -1.327
H 1.869 4.916 1.883
H -4.386 3.244 5.872
C -4.698 0.110 2.397
C -6.117 1.329 -1.883
C 1.826 2.486 0.465
H -0.810 2.265 1.568
C 0.080 -4.831 1.121
O -6.158 1.907 -3.173
N 0.402 -3.651 0.343
N -1.518 0.494 -1.163
H 3.590 -2.706 2.790
N 2.855 3.213 -0.118
C -1.914 1.357 4.535
C -4.034 0.915 3.446
H -3.313 -4.856 4.759
H -0.617 3.878 2.247
H 3.713 -1.489 1.015
H -3.544 2.538 -3.550
C -0.188 -3.563 4.571
H 1.992 4.830 -1.162
H -4.698 1.017 -0.286
H -6.888 1.815 -1.287
H 0.824 -3.752 4.906
H 3.483 -4.421 3.139
C 1.410 -5.084 1.809
C 2.900 0.364 0.398
C -1.216 -4.425 4.922
C 1.404 4.706 0.912
C -0.078 2.987 1.931
H -5.338 1.744 -5.014
C -2.541 2.278 5.363
C -2.664 0.681 3.586
H -7.604 -0.647 0.837
H 3.824 0.853 0.722
H -1.004 -3.858 -1.155
H -6.724 0.805 2.617
C 1.398 -2.926 0.951
H -1.369 -2.547 -0.015
H -6.338 0.256 -1.943
H 2.645 -0.736 2.214
N 1.640 -1.705 0.618
C -3.903 2.522 5.226
H 0.438 2.553 2.794
C -2.548 0.720 -1.634
C -3.808 1.475 -3.530
H 1.301 -5.536 2.794
H -0.070 -2.353 -1.206
Ag -0.145 -0.091 0.680
C -4.758 1.531 -1.244
C -0.456 -2.456 3.777
C 2.443 4.616 -0.186
H 2.986 0.126 -0.667
H 4.140 3.560 -1.699
H -3.801 -2.868 3.381
C 3.350 -3.672 2.359
H 0.351 -1.795 3.478
As -2.026 -0.606 2.294
N 0.848 3.360 0.884
H -3.689 -2.221 0.124
H 0.639 5.455 0.717
H 4.056 -3.895 1.552
C 2.769 -0.955 1.145
C -4.348 -1.560 0.675
H -0.852 1.166 4.636
H -4.570 2.600 -1.096
H -5.448 0.212 -4.117
H -1.971 2.806 6.116
H -3.103 0.919 -4.145
C -4.651 1.848 4.273
H 2.806 2.467 -2.105
C -1.756 -2.200 3.355
H -5.711 2.049 4.184
H -0.717 -4.629 1.848
H 4.182 1.903 -1.133
H 3.291 5.281 -0.035
C -0.563 -3.067 -0.549
C -2.513 -4.180 4.485
H -1.010 -5.292 5.537
C -3.854 -0.754 1.690
C -5.703 -1.521 0.370
C -5.226 1.283 -4.035
N 1.750 1.216 0.664
C -6.052 0.148 2.079
N -3.740 0.967 -2.150
H 2.057 -5.720 1.194
H -0.226 -5.655 0.477
H -6.100 -2.156 -0.410
C -6.548 -0.669 1.073
C -2.787 -3.065 3.709
```

---

Formula: C35H45BaN4O3PS2
Source: the Open Molecules 2025 dataset
Level of theory: ωB97M-V with the def2-TZVPD basis set

## Properties
molar mass: 802.21 g/mol
HOMO: -7.20 eV
orbital gap: 6.6 eV
net charge: 0
energy relative to the best compared isomer or geometry (same formula, charge and spin): 10.0 kcal per mole

Structure (XYZ):
```
91
C35H45BaN4O3PS2 | the Open Molecules 2025 dataset | ωB97M-V with the def2-TZVPD basis set
H 8.426 3.356 1.816
C 6.302 3.150 1.920
H 6.966 0.605 4.754
C -3.778 -1.051 -0.931
H 1.247 -3.023 -0.917
C 0.603 -2.156 -0.768
C 0.454 -1.840 0.699
H -3.575 1.490 -3.801
H 6.112 3.810 1.087
H -4.279 -4.555 0.620
H -4.822 2.556 -1.469
H -5.648 0.792 -4.826
C 1.510 -2.109 1.573
C 7.601 2.873 2.322
Ba -0.357 1.127 -0.539
C -4.038 0.573 -3.417
C -6.338 -3.892 -1.048
C -3.922 2.295 0.464
H 3.479 -2.320 3.310
H 3.884 2.971 -1.388
N 0.408 0.730 -3.385
C 2.598 -0.295 -2.990
H 8.857 1.733 3.630
C -5.112 -3.088 -0.707
H 0.122 -1.089 4.463
C 5.252 2.509 2.550
C 7.841 1.958 3.333
C 6.779 1.318 3.962
C -2.107 -0.412 3.109
P -3.469 0.592 -1.644
H 1.599 2.890 -2.374
C -2.809 -1.549 -0.021
C 2.565 -2.101 3.861
H -2.311 -0.663 -3.909
S 5.947 0.969 -1.094
C 5.480 1.600 3.578
C -5.983 1.130 -0.346
H -2.308 -3.243 1.212
C 1.765 0.820 -2.949
H -3.501 -0.515 -5.213
N 3.384 0.667 1.486
H 4.637 1.118 4.056
N -1.711 -0.796 0.280
C -0.736 -1.275 1.184
H -3.825 -1.552 -3.817
C 1.415 -1.838 2.928
H -0.363 -2.350 -1.235
H 2.753 -1.235 4.498
H 3.538 3.721 2.324
O 6.789 0.246 -2.015
H -5.828 0.330 0.380
C -4.895 -1.828 -1.241
H 4.356 0.496 1.164
H -6.855 -3.472 -1.911
C 3.866 -0.235 -2.438
H -5.635 -1.437 -1.928
C 2.223 1.999 -2.368
H 2.353 -2.949 4.515
C -4.646 1.735 -0.764
C 0.217 -1.309 3.405
C 3.504 2.057 -1.825
H -4.578 2.945 1.046
N 3.900 2.796 2.161
H 2.252 -1.205 -3.467
H -6.003 1.518 -3.263
C 4.317 0.939 -1.844
H -6.072 -0.235 -3.468
C -3.035 -2.833 0.521
H 2.671 -0.030 1.341
H 4.525 -1.092 -2.474
H 0.211 -0.163 -3.820
H -7.048 -3.914 -0.218
C 2.982 1.883 1.819
H -3.592 1.481 1.116
O 6.233 2.384 -0.940
H 1.096 -1.340 -1.311
H -2.187 0.637 2.810
H -3.048 2.892 0.180
H 0.146 1.468 -4.026
H -6.533 0.709 -1.186
H -2.995 -0.922 2.731
H -6.083 -4.927 -1.283
C -5.527 0.665 -3.748
S 1.329 2.340 1.825
C -0.849 -1.027 2.567
O 5.742 0.267 0.182
C -4.150 -3.571 0.182
H -6.609 1.895 0.119
H 2.422 -2.547 1.178
C -3.380 -0.607 -4.132
H -2.117 -0.448 4.198
```